No. 1
# C5H13N2

A gas-phase ion, C5H13N2 (charge +2) at a distorted geometry (the ωB97M-V functional and the def2-TZVPD basis, the Open Molecules 2025 dataset).

Structure (ORCA input):
```
! RIJCOSX wB97M-V def2-TZVPD def2/J DEFGRID3
* xyz 2 2
C 2.456 0.359 1.681
C 0.983 -0.008 1.336
C 0.817 -0.173 -0.249
C -0.569 0.010 -0.619
C -1.585 -0.931 -0.380
N -2.785 -1.056 -0.897
N -0.893 1.235 -1.452
H 2.873 -0.561 2.082
H 2.483 1.184 2.383
H 3.042 0.610 0.799
H 0.753 -0.976 1.783
H 0.216 0.604 1.816
H 1.104 -1.197 -0.484
H 1.569 0.467 -0.701
H -1.211 -1.788 0.153
H -3.224 -1.971 -0.857
H -3.146 -0.318 -1.480
H -1.312 0.979 -2.329
H -1.569 1.829 -0.958
H -0.003 1.701 -1.629
*
```

Calculated values
<S²>   0.761
HOMO energy (spin up / spin down)   -18.7 / -19.1 eV
Electronic energy   -307.08614 Eh
F_max   0.036 hartree/bohr
LUMO energy (spin up / spin down)   -8.412 / -11.885 eV

Löwdin population analysis, charges in e, atoms 1 to 5: -0.0415, -0.1684, -0.1131, -0.1039, 0.0057

=====

No. 2
# C5H13N2

2 unconnected molecules or ions with the total composition C5H13N2 at a distorted geometry (the ωB97M-V functional and the def2-TZVPD basis, the Open Molecules 2025 dataset).

Structure (ORCA input):
```
! RIJCOSX wB97M-V def2-TZVPD def2/J DEFGRID3
* xyz 2 2
C 2.243 -0.881 -0.614
N 1.441 -2.128 -0.664
C 1.481 -2.834 -1.936
H 3.280 -1.169 -0.789
H 1.939 -0.150 -1.370
H 2.197 -0.461 0.388
H 0.463 -1.869 -0.502
H 0.900 -2.266 -2.679
H 1.055 -3.836 -1.842
H 2.510 -2.919 -2.285
C -0.900 1.285 0.525
C 0.296 1.865 0.543
C -3.161 1.446 1.327
N -1.957 1.880 1.279
H -1.156 0.289 0.198
H 0.464 2.876 0.894
H 1.150 1.309 0.183
H -3.892 2.030 1.876
H -3.402 0.478 0.911
H -1.725 2.758 1.744
*
```

Calculated values
<S²>   0.754
HOMO energy (spin up / spin down)   -18.4 / -18.4 eV
Electronic energy   -307.06246 Eh
F_max   0.085 hartree/bohr
LUMO energy (spin up / spin down)   -8.359 / -11.412 eV

Löwdin population analysis, charges in e, atoms 1 to 5: -0.0113, 0.1161, 0.0024, 0.1197, 0.1293

=====

One value per record, in order, for energy above the lowest of the compared OMol25 structures with the same formula, charge and spin: 210.4 272.5 kJ/mol.